#i
# C5H13N2O

A structure of composition C5H13N2O (wB97M-V/def2-TZVPD, OMol25).

## Properties
HOMO level	-12.929	eV
Kohn-Sham gap	9.633	eV
net charge	+1

Atoms and positions in Å:
C1 1.069 0.471 0.977
C2 1.519 -0.729 1.671
C3 -1.678 -0.633 0.839
C4 0.557 0.283 -2.119
C5 -0.721 0.221 0.055
N1 1.542 1.587 0.916
N2 -0.396 -0.480 -1.287
O1 -1.112 1.500 -0.224
H1 2.558 -0.595 1.970
H2 1.423 -1.627 1.064
H3 0.915 -0.859 2.570
H4 -1.877 -0.163 1.800
H5 -1.271 -1.622 1.030
H6 -2.633 -0.745 0.317
H7 0.637 -0.153 -3.110
H8 0.206 1.310 -2.199
H9 1.534 0.290 -1.640
H10 1.086 2.360 0.450
H11 -1.271 -0.616 -1.816
H12 -0.015 -1.408 -1.080
H13 -2.073 1.609 -0.184

---

#ii
# C5H13N2O

The ion C5H13N2O with charge +1 (wB97M-V/def2-TZVPD, OMol25).

## Properties
HOMO level	-13.758	eV
Kohn-Sham gap	10.104	eV
net charge	+1
structure (SMILES)	CCCNC(=O)C[NH3+]

Atoms and positions in Å:
C1 -0.258 1.654 -1.343
C2 -1.291 0.603 -1.627
C3 -1.550 -0.570 -0.652
N1 -1.327 -0.327 0.760
C4 -0.107 -0.490 1.285
O1 -0.009 -0.248 2.498
C5 1.260 -0.676 0.564
N2 2.218 -0.776 1.692
H1 -0.419 2.639 -1.808
H2 0.686 1.288 -1.758
H3 -0.164 1.730 -0.196
H4 -2.291 1.079 -1.800
H5 -1.081 0.302 -2.679
H6 -2.552 -0.966 -0.899
H7 -0.946 -1.408 -1.058
H8 -2.186 -0.236 1.295
H9 1.432 0.286 0.033
H10 1.257 -1.515 -0.108
H11 1.935 -1.551 2.325
H12 3.119 -0.881 1.207
H13 2.274 0.064 2.267

---

Last place for stability: #i

---

#i
# C36H47IrN5P2

A structure of composition C36H47IrN5P2 (wB97M-V/def2-TZVPD, OMol25).

## Properties
HOMO level (alpha / beta)	-11.922 / -12.707	eV
Kohn-Sham gap (alpha / beta)	5.823 / 4.432	eV
net charge	+2
spin multiplicity	6

Atoms and positions in Å:
Ir1 -0.182 1.367 -1.443
C1 -1.888 1.373 -2.472
C2 -1.085 0.210 -2.832
C3 -0.285 0.099 -4.110
C4 0.915 1.031 -4.237
C5 1.224 1.736 -2.942
C6 0.460 2.896 -2.521
C7 -0.675 3.455 -3.381
C8 -1.964 2.618 -3.318
C9 0.669 1.684 0.363
H1 -2.809 1.066 -1.946
H2 -1.478 -0.786 -2.504
H3 -0.996 0.191 -4.946
H4 0.088 -0.926 -4.140
H5 1.826 0.491 -4.549
H6 0.705 1.717 -5.061
H7 2.280 1.748 -2.640
H8 1.064 3.669 -2.022
H9 -0.311 3.632 -4.405
H10 -0.946 4.408 -2.916
H11 -2.771 3.264 -2.919
H12 -2.330 2.370 -4.333
H13 -0.044 1.581 1.177
H14 1.067 2.706 0.287
H15 1.487 0.957 0.480
P1 2.812 -1.141 -0.400
P2 -0.220 -1.094 -0.587
N1 3.935 -0.108 -1.220
N2 3.921 -1.919 0.641
N3 -3.615 1.614 1.142
N4 -2.305 -1.665 -0.761
C10 2.216 -2.199 -1.772
C11 0.633 -2.254 -1.800
C12 4.197 1.231 -0.891
C13 5.444 1.596 -1.400
C14 5.972 0.436 -2.083
C15 5.044 -0.591 -1.928
C16 4.049 -1.390 1.947
C17 4.841 -2.256 2.666
C18 5.137 -3.393 1.831
C19 4.535 -3.172 0.589
C20 -3.055 2.852 1.005
C21 -3.889 3.682 0.228
C22 -4.966 2.863 -0.202
C23 -4.771 1.599 0.404
C24 -3.434 -1.545 -1.568
C25 -4.624 -1.786 -0.841
C26 -4.209 -2.124 0.484
C27 -2.791 -2.046 0.478
H16 2.622 -3.218 -1.643
H17 2.666 -1.810 -2.703
H18 0.282 -2.171 -2.846
H19 0.324 -3.287 -1.545
H20 3.472 1.823 -0.372
H21 5.906 2.562 -1.276
H22 6.929 0.373 -2.584
H23 4.983 -1.592 -2.307
H24 3.565 -0.443 2.186
H25 5.162 -2.090 3.690
H26 5.689 -4.262 2.118
H27 4.479 -3.714 -0.351
H28 -2.100 3.120 1.447
H29 -3.721 4.737 0.026
H30 -5.766 3.132 -0.878
H31 -5.418 0.728 0.325
H32 -3.414 -1.295 -2.614
H33 -5.638 -1.714 -1.230
H34 -4.861 -2.388 1.313
H35 -2.122 -2.227 1.297
C28 -3.426 -0.160 3.582
N5 -2.212 0.460 3.964
C29 -2.047 0.814 5.333
C30 -1.158 0.580 3.008
C31 -0.250 -0.622 2.843
C32 0.370 -1.108 4.029
C33 1.020 -2.340 4.017
C34 1.027 -3.114 2.855
C35 0.506 -2.577 1.683
C36 -0.027 -1.299 1.622
H36 -4.196 0.106 4.304
H37 -3.346 -1.252 3.568
H38 -3.737 0.177 2.588
H39 -1.740 -0.068 5.917
H40 -1.300 1.612 5.447
H41 -3.023 1.140 5.720
H42 -1.612 0.775 2.039
H43 -0.546 1.447 3.296
H44 0.284 -0.547 4.973
H45 1.502 -2.726 4.918
H46 1.468 -4.108 2.825
H47 0.523 -3.200 0.790

---

#ii
# C36H47IrN5P2

A structure of composition C36H47IrN5P2 (wB97M-V/def2-TZVPD, OMol25).

## Properties
HOMO level (alpha / beta)	-12.018 / -12.374	eV
Kohn-Sham gap (alpha / beta)	6.431 / 3.942	eV
net charge	+2
spin multiplicity	6

Atoms and positions in Å:
Ir1 0.313 0.513 0.204
C1 -1.974 1.255 -3.795
C2 -1.519 -0.010 -3.864
C3 -0.296 -0.375 -4.668
C4 0.933 0.482 -4.308
C5 1.066 0.851 -2.865
C6 0.417 1.824 -2.202
C7 -0.245 2.937 -2.959
C8 -1.211 2.499 -4.094
C9 1.046 1.855 1.585
H1 -3.059 1.401 -3.820
H2 -2.237 -0.832 -3.719
H3 -0.469 -0.251 -5.754
H4 -0.056 -1.436 -4.538
H5 1.829 -0.107 -4.576
H6 0.965 1.370 -4.962
H7 2.053 0.511 -2.495
H8 0.635 2.050 -1.118
H9 0.541 3.539 -3.456
H10 -0.757 3.643 -2.295
H11 -1.942 3.310 -4.259
H12 -0.637 2.399 -5.035
H13 0.189 2.325 2.110
H14 1.609 2.652 1.079
H15 1.690 1.371 2.339
P1 2.121 -0.556 -0.629
P2 -1.367 -0.422 -0.882
N1 3.610 0.751 -1.058
N2 3.202 -1.444 0.408
N3 -2.448 1.198 -0.960
N4 -2.680 -1.283 -0.075
C10 1.177 -1.846 -1.607
C11 -0.397 -1.821 -1.646
C12 3.626 2.110 -0.783
C13 4.791 2.693 -1.264
C14 5.537 1.657 -1.888
C15 4.762 0.496 -1.786
C16 3.576 -1.179 1.732
C17 4.462 -2.160 2.162
C18 4.689 -3.036 1.047
C19 3.914 -2.572 -0.012
C20 -1.900 2.383 -0.521
C21 -2.727 3.450 -0.872
C22 -3.880 2.881 -1.464
C23 -3.672 1.493 -1.517
C24 -3.880 -1.541 -0.764
C25 -4.735 -2.219 0.086
C26 -4.027 -2.473 1.305
C27 -2.773 -1.881 1.179
H16 1.500 -2.810 -1.196
H17 1.591 -1.784 -2.620
H18 -0.747 -1.857 -2.683
H19 -0.785 -2.724 -1.143
H20 2.813 2.587 -0.270
H21 5.047 3.741 -1.178
H22 6.501 1.747 -2.367
H23 4.946 -0.490 -2.174
H24 3.178 -0.327 2.254
H25 4.901 -2.254 3.151
H26 5.335 -3.897 1.008
H27 3.802 -2.918 -1.024
H28 -0.983 2.388 0.073
H29 -2.472 4.500 -0.771
H30 -4.762 3.409 -1.802
H31 -4.322 0.724 -1.896
H32 -3.979 -1.249 -1.797
H33 -5.752 -2.484 -0.145
H34 -4.375 -3.028 2.156
H35 -1.946 -1.864 1.869
C28 -3.233 -0.287 4.221
N5 -1.973 0.258 4.603
C29 -1.718 0.347 5.999
C30 -0.931 0.550 3.643
C31 -0.120 -0.652 3.234
C32 0.326 -1.485 4.275
C33 0.872 -2.745 4.009
C34 0.913 -3.177 2.683
C35 0.479 -2.335 1.640
C36 0.199 -0.986 1.893
H36 -3.958 -0.041 5.013
H37 -3.193 -1.386 4.110
H38 -3.555 0.139 3.262
H39 -1.478 -0.628 6.450
H40 -0.883 1.024 6.205
H41 -2.616 0.713 6.509
H42 -1.403 1.002 2.760
H43 -0.242 1.269 4.123
H44 0.253 -1.137 5.310
H45 1.219 -3.391 4.827
H46 1.297 -4.172 2.433
H47 0.392 -2.743 0.629

---

Last place for stability: #ii

---

#i
# C3H8OS2

A cluster of 2 separate species, C3H8OS2 in total (wB97M-V/def2-TZVPD, OMol25).

## Properties
HOMO level	-8.636	eV
Kohn-Sham gap	8.921	eV
structure (SMILES)	C=CO.CSS

Atoms and positions in Å:
C1 0.704 -2.066 0.173
C2 1.383 -1.050 0.797
O1 1.710 0.028 0.163
H1 -0.074 -2.687 0.590
H2 1.017 -2.293 -0.835
H3 1.394 -0.947 1.864
H4 0.924 0.621 0.477
C3 -1.134 0.510 -1.199
S1 -1.931 1.275 0.413
S2 -0.212 2.000 1.319
H5 -2.112 -0.082 -1.603
H6 -1.027 1.362 -1.879
H7 -0.220 0.016 -1.128
H8 -0.423 3.313 0.847

---

#ii
# C3H8OS2

A cluster of 2 separate species, C3H8OS2 in total (wB97M-V/def2-TZVPD, OMol25).

## Properties
HOMO level	-8.573	eV
Kohn-Sham gap	9.061	eV
structure (SMILES)	C=CO.CSS

Atoms and positions in Å:
C1 -0.707 2.061 3.365
C2 -1.685 1.156 3.353
O1 -1.533 -0.165 3.259
H1 -0.887 3.015 3.837
H2 0.278 1.729 3.043
H3 -2.675 1.547 3.575
H4 -0.626 -0.468 3.215
C3 0.328 -2.362 -2.244
S1 -0.151 -0.615 -1.997
S2 1.640 0.393 -1.711
H5 1.385 -2.473 -2.020
H6 -0.091 -2.654 -3.155
H7 -0.240 -2.919 -1.492
H8 2.151 -0.360 -0.726

---

Last place for stability: #i

---

#i
# C3H8OS2

The molecule C3H8OS2 (wB97M-V/def2-TZVPD, OMol25).

## Properties
HOMO level	-8.243	eV
Kohn-Sham gap	8.699	eV
structure (SMILES)	OCCCSS

Atoms and positions in Å:
O1 -0.218 -2.754 -0.910
C1 0.343 -1.488 -0.602
C2 -0.651 -0.482 -0.039
C3 -0.065 0.928 -0.030
S1 -1.058 2.097 0.971
S2 0.243 3.022 2.263
H1 -0.597 -2.675 -1.793
H2 0.763 -1.098 -1.543
H3 1.191 -1.564 0.072
H4 -0.766 -0.746 0.989
H5 -1.578 -0.477 -0.606
H6 0.036 1.365 -1.019
H7 0.879 0.863 0.515
H8 1.479 3.010 1.731

---

#ii
# C3H8OS2

The molecule C3H8OS2 (wB97M-V/def2-TZVPD, OMol25).

## Properties
HOMO level	-8.160	eV
Kohn-Sham gap	8.596	eV
structure (SMILES)	OCCCSS

Atoms and positions in Å:
O1 -1.621 1.726 0.692
C1 -1.335 0.299 0.872
C2 0.267 0.059 0.604
C3 0.702 0.316 -0.791
S1 2.542 0.016 -1.010
S2 2.474 -2.027 -1.442
H1 -2.554 1.726 0.692
H2 -1.676 0.014 1.857
H3 -1.855 -0.345 0.241
H4 0.868 0.606 1.436
H5 0.412 -0.988 0.830
H6 0.343 -0.409 -1.600
H7 0.372 1.307 -1.126
H8 1.062 -2.300 -1.254

---

Last place for stability: #ii

---

#i
# C2H10O3

A cluster of 3 separate species, C2H10O3 in total (wB97M-V/def2-TZVPD, OMol25).

## Properties
HOMO level	-10.209	eV
Kohn-Sham gap	10.677	eV
structure (SMILES)	CCO.O.O

Atoms and positions in Å:
C1 -0.876 -0.119 -2.092
C2 0.096 0.071 -0.935
O1 -0.525 -0.243 0.313
H1 -1.187 -1.160 -2.159
H2 -0.431 0.197 -3.034
H3 -1.715 0.545 -1.879
H4 0.431 1.113 -0.978
H5 1.002 -0.538 -1.016
H6 -0.331 0.495 0.899
O2 -0.261 2.306 2.317
H7 0.259 2.232 3.126
H8 -0.982 2.906 2.540
O3 1.818 -2.782 0.805
H9 1.686 -2.547 1.729
H10 1.016 -2.475 0.363

---

#ii
# C2H10O3

A cluster of 3 separate species, C2H10O3 in total (wB97M-V/def2-TZVPD, OMol25).

## Properties
HOMO level	-10.788	eV
Kohn-Sham gap	11.406	eV
structure (SMILES)	CCO.O.O

Atoms and positions in Å:
C1 1.518 -0.628 -0.105
C2 0.020 -0.648 -0.390
O1 -0.594 0.515 -1.049
H1 2.245 -0.752 -1.080
H2 1.849 -1.362 0.653
H3 1.939 0.396 0.201
H4 -0.053 -1.574 -0.994
H5 -0.402 -0.826 0.625
H6 -1.013 0.985 -0.369
O2 -2.897 -0.796 -2.551
H7 -2.105 -0.411 -2.283
H8 -3.081 -0.269 -3.301
O3 0.557 1.568 3.397
H9 0.948 1.590 4.304
H10 1.070 2.210 2.940

---

#iii
# C2H10O3

A cluster of 4 separate species, C2H10O3 in total (wB97M-V/def2-TZVPD, OMol25).

## Properties
HOMO level	-9.081	eV
Kohn-Sham gap	9.883	eV
structure (SMILES)	C=C.O.O.O

Atoms and positions in Å:
C1 2.165 -0.725 -0.004
C2 1.492 -1.872 0.333
H1 1.705 0.226 0.216
H2 2.913 -0.677 -0.852
H3 1.209 -2.097 1.364
H4 1.296 -2.625 -0.440
O1 -2.468 1.691 -0.166
H5 -2.209 0.849 -0.561
H6 -3.083 1.464 0.508
O2 -0.035 1.476 1.145
H7 -0.890 1.396 0.706
H8 -0.088 2.261 1.666
O3 -1.039 -0.575 -1.187
H9 -0.697 -0.331 -2.118
H10 -0.270 -0.460 -0.611

---

Last place for stability: #iii